Record 1
C29H26N7O2Ru as an isolated structure. Source: the Open Molecules 2025 dataset; level of theory: the ωB97M-V functional and the def2-TZVPD basis.

Each line ends with the Löwdin charge.
Atoms and positions in Å:
Ru  0.1201  0.2852  -0.9810  1.599
C  4.0911  -0.1418  -2.2377  -0.072
C  4.9048  0.1781  -1.1339  -0.057
C  4.3352  0.4081  0.0793  -0.009
C  2.9277  0.3289  0.2666  -0.315
N  2.1530  0.0676  -0.8428  -0.074
C  2.7501  -0.1704  -2.0473  -0.179
N  2.4882  0.4661  1.5160  0.152
C  1.2271  0.4237  1.9046  -0.279
N  0.1029  0.3560  1.0974  0.031
C  -1.0274  0.2473  1.8782  -0.272
N  -2.2859  0.1310  1.4643  0.163
C  -2.6958  0.0648  0.2145  -0.337
C  -4.1110  0.0384  0.0110  -0.006
C  -4.6506  0.0093  -1.2318  -0.061
C  -3.7999  -0.0236  -2.3611  -0.069
C  -2.4616  -0.0337  -2.1493  -0.164
N  -1.8952  0.0085  -0.9096  -0.089
C  -0.6170  0.2857  3.2521  -0.119
C  -1.3482  0.2635  4.4424  -0.018
C  -0.6548  0.3537  5.6293  -0.087
C  0.7515  0.4620  5.6472  -0.087
C  1.4795  0.4853  4.4776  -0.018
C  0.7832  0.4013  3.2694  -0.119
H  4.5014  -0.3344  -3.2172  0.106
H  5.9808  0.2285  -1.2475  0.109
H  4.9182  0.6429  0.9571  0.112
H  2.0867  -0.3887  -2.8689  0.098
H  -4.7178  0.0633  0.9045  0.115
H  -5.7264  0.0045  -1.3603  0.108
H  -4.1869  -0.0508  -3.3698  0.104
H  -1.7761  -0.0932  -2.9817  0.099
H  -2.4272  0.1779  4.4224  0.111
H  -1.1951  0.3460  6.5682  0.098
H  1.2629  0.5296  6.5993  0.097
H  2.5593  0.5677  4.4843  0.111
C  -2.0094  5.3323  -0.0957  -0.020
N  -0.8957  4.5845  -0.6651  -0.060
C  0.2776  5.1977  -1.0015  -0.064
C  1.2945  4.5230  -1.5431  -0.001
C  1.1545  3.0962  -1.7768  -0.512
O  2.0202  2.4460  -2.3472  0.008
N  -0.0060  2.4716  -1.3119  0.043
C  -1.0729  3.2052  -0.8225  -0.502
O  -2.1520  2.7321  -0.5048  0.047
H  -1.7924  6.3937  -0.1836  0.085
H  -2.1575  5.0719  0.9512  0.097
H  -2.9252  5.0975  -0.6290  0.091
H  0.3233  6.2615  -0.8118  0.126
H  2.2160  5.0010  -1.8361  0.110
C  1.2872  -4.7465  -0.2764  -0.049
C  0.1227  -4.3360  -1.1914  -0.631
C  0.3029  -4.9641  -2.5814  -0.053
C  -1.2119  -4.7890  -0.5802  -0.050
C  0.1183  -2.8711  -1.3148  -0.087
C  0.1183  -1.6600  -1.4144  -0.137
H  1.3280  -5.8357  -0.1948  0.086
H  1.1607  -4.3256  0.7226  0.088
H  2.2372  -4.3903  -0.6788  0.086
H  0.3044  -6.0532  -2.4934  0.085
H  1.2471  -4.6493  -3.0294  0.086
H  -0.5099  -4.6699  -3.2477  0.086
H  -1.2375  -5.8796  -0.5120  0.085
H  -2.0498  -4.4586  -1.1970  0.086
H  -1.3397  -4.3733  0.4210  0.088

For the largest force on an atom, the calculation gives 0.4 eV/Å. Its energy relative to the best compared isomer or geometry (same formula, charge and spin) is 0.852 eV. The multiplicity is 6. The orbital gap (alpha / beta) comes out at 5.5 / 5.1 eV. The total charge is 0. The calculation puts the LUMO energy (alpha / beta) at -0.10 / -2.81 eV.

Record 2
C29H26N7O5S5Tc as an isolated structure. Source: the Open Molecules 2025 dataset; level of theory: the ωB97M-V functional and the def2-TZVPD basis.

Each line ends with the Löwdin charge.
Atoms and positions in Å:
Tc  0.1954  -0.2109  -0.1847  0.858
O  1.4304  0.5318  1.2918  -0.335
N  2.5947  1.0980  0.9674  -0.188
C  3.4026  1.4631  1.9856  -0.021
C  4.5948  2.0891  1.7623  -0.064
C  4.9921  2.3428  0.4437  -0.068
C  4.1749  1.9475  -0.5827  -0.092
C  2.9450  1.3081  -0.3342  -0.658
S  1.9043  0.8321  -1.6007  0.643
H  3.0302  1.2161  2.9680  0.138
H  5.2131  2.3737  2.5995  0.105
H  5.9352  2.8305  0.2403  0.109
H  4.4464  2.0998  -1.6169  0.105
N  -2.3184  -1.9347  6.1641  0.082
C  -2.7436  -0.9907  5.3064  -0.825
S  -3.7943  0.1844  5.8046  0.657
C  -2.1658  -0.9969  3.9519  -0.236
C  -2.7630  -0.2905  2.9086  -0.028
C  -2.1582  -0.2490  1.6745  -0.101
N  -0.9671  -0.8156  1.4019  -0.094
C  -0.4060  -1.5157  2.4023  -0.139
C  -0.9652  -1.6440  3.6550  0.009
H  -2.7045  -1.9352  7.0922  0.093
H  -1.8386  -2.7585  5.8431  0.100
H  -3.6978  0.2227  3.0779  0.086
H  -2.6285  0.2875  0.8641  0.088
H  0.5443  -1.9812  2.1918  0.071
H  -0.4289  -2.2153  4.3993  0.112
S  1.4008  -2.3014  -0.3196  0.537
C  0.2409  -3.4262  0.1108  -0.866
N  -0.5440  -4.2206  0.4179  0.046
O  -0.1650  -1.2076  -9.3811  -0.149
S  -1.3352  -2.0291  -9.1008  0.513
O  -1.0232  -3.2162  -8.3368  -0.147
O  -2.1585  -2.2857  -10.2589  -0.155
C  -2.2612  -0.9086  -7.9697  -0.375
N  -2.9901  0.0520  -8.4951  0.121
C  -3.4771  0.9334  -7.6279  -0.092
C  -3.2133  0.8643  -6.2693  0.026
C  -2.4303  -0.2003  -5.8220  -0.190
N  -1.9659  -1.0929  -6.7065  0.158
C  -2.0303  -0.4024  -4.4198  -0.147
C  -2.5908  0.2822  -3.3454  0.002
C  -2.0630  0.1115  -2.0836  -0.118
N  -0.9950  -0.6620  -1.8090  -0.116
C  -0.5522  -1.4270  -2.8309  -0.129
C  -1.0242  -1.3248  -4.1181  0.021
H  -4.0894  1.7222  -8.0485  0.117
H  -3.5691  1.6256  -5.5913  0.108
H  -3.4369  0.9433  -3.4739  0.110
H  -2.4863  0.6435  -1.2460  0.078
H  0.2365  -2.1272  -2.5977  0.059
H  -0.6148  -1.9291  -4.9123  0.118
C  -4.9338  6.6635  1.8131  -0.046
C  -3.7762  5.7720  1.4665  -0.267
C  -3.9611  4.6174  0.7124  -0.026
C  -2.8978  3.7706  0.4390  -0.061
C  -1.6393  4.0836  0.9136  -0.387
C  -1.4298  5.2281  1.6689  -0.079
C  -2.4961  6.0697  1.9320  -0.034
S  -0.2352  3.0143  0.5631  0.992
C  0.3609  3.9875  -0.8564  -0.209
O  -0.8553  1.7867  -0.0507  -0.650
H  -5.7990  6.4512  1.1880  0.077
H  -4.6680  7.7146  1.7049  0.082
H  -5.2242  6.5024  2.8531  0.089
H  -4.9487  4.3773  0.3398  0.115
H  -3.0433  2.8668  -0.1384  0.101
H  -0.4419  5.4572  2.0509  0.114
H  -2.3448  6.9693  2.5153  0.118
H  -0.4519  4.1053  -1.5693  0.069
H  1.1885  3.4473  -1.3116  0.003
H  0.7013  4.9557  -0.4911  0.060

For the largest force on an atom, the calculation gives 2.4 eV/Å. Its energy relative to the best compared isomer or geometry (same formula, charge and spin) is 3.027 eV. The multiplicity is 3. The orbital gap (alpha / beta) comes out at 5.9 / 1.9 eV. The total charge is 0. The calculation puts the LUMO energy (alpha / beta) at -0.89 / -4.47 eV.

Record 3
C29H27AsN3O2SSe2Te2Zn as an isolated structure. Source: the Open Molecules 2025 dataset; level of theory: the ωB97M-V functional and the def2-TZVPD basis.

Each line ends with the Löwdin charge.
Atoms and positions in Å:
Zn  -16.1337  -8.8904  -0.0397  0.207
Se  -15.0628  -15.0377  0.4682  -0.630
Te  -15.8905  -14.4406  -1.6881  -0.149
Te  -16.7562  -11.5663  -1.8062  0.031
Se  -14.7452  -10.2839  -1.9025  -0.335
C  -13.6226  -9.8688  1.8213  -0.029
C  -14.9754  -10.4399  2.1475  -0.279
C  -15.1367  -11.3692  3.2016  -0.024
C  -16.3589  -11.7515  3.6356  0.010
C  -17.5119  -11.1632  3.0368  -0.155
C  -18.8057  -11.4066  3.4938  -0.072
C  -19.9207  -11.1132  2.7299  -0.103
C  -19.7485  -10.4974  1.5169  -0.127
C  -18.5115  -9.9786  1.0655  -0.635
S  -18.4664  -8.9540  -0.3679  0.522
C  -17.3732  -10.3808  1.8338  -0.201
N  -16.0605  -9.9862  1.5018  0.021
H  -13.7649  -9.1285  1.0900  0.002
H  -13.0682  -10.7145  1.3787  0.106
H  -13.2426  -9.4004  2.7448  0.093
H  -14.1999  -11.7140  3.6856  0.128
H  -16.4826  -12.3178  4.5305  0.110
H  -18.9590  -11.7833  4.5348  0.116
H  -20.8759  -11.5362  3.0431  0.103
H  -20.5971  -10.2430  0.9071  0.087
O  -15.2804  -7.2338  0.1260  -0.551
As  -14.7313  -5.5878  0.1951  1.314
C  -15.3484  -4.8927  1.9407  -0.268
C  -16.4875  -4.1321  1.9863  -0.106
C  -16.9862  -3.7491  3.2530  -0.072
C  -16.4079  -4.2678  4.4123  -0.092
C  -15.2520  -5.0416  4.3731  -0.100
C  -14.6702  -5.2673  3.1591  -0.092
C  -15.3217  -4.5315  -1.2963  -0.284
C  -15.6417  -5.1863  -2.4943  -0.052
C  -15.9608  -4.3979  -3.6231  -0.053
C  -15.9689  -2.9964  -3.5243  -0.057
C  -15.6081  -2.3980  -2.2770  -0.105
C  -15.3070  -3.1138  -1.1563  -0.111
C  -12.7837  -5.6839  0.1721  -0.280
C  -11.9383  -4.7443  0.8351  -0.111
C  -10.6550  -4.6995  0.4452  -0.110
C  -10.0600  -5.7525  -0.2965  -0.074
C  -10.8660  -6.7319  -0.7890  -0.078
C  -12.2487  -6.6618  -0.6270  -0.087
H  -16.9857  -3.8018  1.1118  0.090
H  -17.9045  -3.1443  3.2708  0.109
H  -16.9992  -4.1167  5.3738  0.126
H  -14.7375  -5.4368  5.2698  0.119
H  -13.7373  -5.8659  3.0349  0.116
H  -15.7429  -6.2423  -2.5583  0.076
H  -16.2936  -4.8401  -4.5181  0.078
H  -16.2157  -2.3475  -4.3934  0.111
H  -15.5635  -1.3157  -2.3388  0.097
H  -15.1506  -2.6424  -0.1781  0.106
H  -12.2941  -4.0497  1.6063  0.109
H  -10.0685  -3.8388  0.7859  0.108
H  -8.9506  -5.7616  -0.3901  0.118
H  -10.4972  -7.5689  -1.3924  0.121
H  -12.8811  -7.3865  -1.1112  0.097
N  -19.3834  -7.8923  -4.1897  0.142
C  -18.0666  -7.6248  -4.0165  -0.651
N  -17.2862  -7.5625  -5.1703  0.149
O  -17.6634  -7.4484  -2.8716  -0.050
H  -19.8824  -7.6547  -5.0492  0.100
H  -19.9277  -7.9557  -3.3214  0.114
H  -17.6209  -7.8744  -6.0670  0.087
H  -16.2811  -7.5924  -5.0488  0.102

For the largest force on an atom, the calculation gives 4.4 eV/Å. The orbital gap comes out at 3.6 eV. The total charge is -1. The calculation puts the LUMO energy at 1.61 eV.